14
Properties=species:S:1:pos:R:3:nbo_charge:R:1 method="wB97M-V/def2-TZVPD" e_above_lowest_kcal_mol=26.2 e_homo_ev=-10.25 total_charge=0
O 0.36555 0.90077 0.28821 -0.507
O -0.40610 -1.12113 -0.37350 -0.518
N 2.66933 0.55773 0.08004 -0.677
C 1.00305 -1.20531 -0.43424 -0.156
C -2.01782 0.60424 -0.04266 -0.638
C -0.72667 -0.01040 0.42505 0.376
C 1.47625 0.16272 0.01488 0.533
H 1.40260 -2.02110 0.18106 0.201
H -2.22742 1.52054 0.51475 0.224
H -0.76757 -0.28773 1.49044 0.143
H 1.31292 -1.37384 -1.47378 0.214
H 2.69611 1.54906 0.32173 0.352
H -1.94574 0.83031 -1.10932 0.226
H -2.83449 -0.10586 0.11732 0.227

=====

14
Properties=species:S:1:pos:R:3:nbo_charge:R:1 method="wB97M-V/def2-TZVPD" e_above_lowest_kcal_mol=93.7 e_homo_ev=-9.81 total_charge=0
O 0.34435 1.25527 0.82270 -0.388
O -0.64574 -0.87625 0.60800 -0.516
N 0.91599 0.36149 1.86173 -0.305
C -1.50991 -0.53551 -0.41880 0.099
C 0.50101 -0.09578 0.58810 0.591
C -2.16471 0.61657 -0.42739 -0.437
C 1.47797 -0.49878 -0.48335 -0.669
H 1.86512 -1.49866 -0.26865 0.227
H 0.96520 -0.52133 -1.44978 0.231
H 2.30093 0.21734 -0.54640 0.225
H 1.92465 0.53856 1.81052 0.328
H -2.76950 0.89518 -1.28086 0.208
H -2.07659 1.30061 0.40813 0.226
H -1.57742 -1.27809 -1.21177 0.179